Entry from the Open Molecules 2025 dataset: the molecule CH2IN2PS (wB97M-V/def2-TZVPD).

The geometry in XYZ format:
```
8
CH2IN2PS, DFT wB97M-V/def2-TZVPD
I 2.26560 0.89575 0.60453
S -1.92636 1.90597 -2.17804
P 0.35177 -0.56841 0.36540
N -0.17472 -1.04070 1.76321
N -0.27129 -0.00385 -1.13768
C -0.87345 0.93016 -1.57858
H -0.30171 -0.40424 2.53270
H 0.93016 -1.71468 -0.37153
```

- strongest force on any atom (eV/Å) = 4.0
- Kohn-Sham gap (spin up / spin down) (Eh) = 0.210 / 0.195
- total charge = 0
- ⟨S²⟩ = 2.025
- HOMO energy (spin up / spin down) (hartree) = -0.214 / -0.347
- relative energy (zero: lowest compared OMol25 entry of this formula, charge and spin) (kcal/mol) = 25.1
- 2S+1 = 3